1.
This record from OMol25 describes C6H10N as an isolated structure in a non-equilibrium geometry. The level of theory is ωB97M-V with the def2-TZVPD basis set.

XYZ file:
```
17
Properties=species:S:1:pos:R:3:forces:R:3
C -1.536800 -1.208214 -0.026877 -0.227 1.907 -0.158
C -2.067905 0.908572 -0.308376 0.392 0.515 1.298
C 0.097398 0.730154 1.015945 -0.892 0.784 1.408
C -2.627281 -0.249659 0.417079 -1.570 -1.423 -0.294
C -0.816266 0.146020 -0.004242 2.003 -0.845 0.452
C 1.693166 -0.622074 -0.519978 -0.361 2.346 -0.704
N 0.688135 0.526941 -0.256578 0.296 -0.665 -3.335
H -1.381665 -1.934157 0.695705 0.822 -1.395 1.384
H -1.661262 -1.705507 -0.979429 -0.086 0.405 -0.636
H -2.279820 1.103941 -1.324074 -0.417 -0.137 -1.256
H -2.274785 1.758004 0.327003 0.186 0.795 -0.359
H -0.256986 1.690746 1.385780 0.531 0.436 -0.807
H 0.675159 0.330238 1.806367 0.080 -1.405 0.680
H 2.666512 -0.101580 -0.443117 -0.206 -0.901 1.100
H 1.388820 -1.455810 0.107750 0.676 -0.012 -0.109
H 1.704848 -0.788146 -1.609558 -0.792 -0.525 0.476
H 0.862791 1.245753 -0.973181 -0.435 0.119 0.860
```
Positions in Å, forces in eV/Å.

Output
Spin multiplicity: 1
F_max (eV Å⁻¹): 3.41
Net charge: +1
Orbital gap (spin up / spin down) (eV): 8.08 / 8.08
Calculated total energy (eV): -7860.8187

natural (NBO) population analysis, charges in e, atoms 1 to 2: atom 1 (C): -0.564, atom 2 (C): -0.585

2.
This record from OMol25 describes a 2-piece molecular cluster, C20H35BBr2O7P overall. The level of theory is ωB97M-V with the def2-TZVPD basis set.

XYZ file:
```
66
Properties=species:S:1:pos:R:3:forces:R:3
C 1.646829 -3.410737 1.983972 0.113 0.359 0.290
C 2.971630 -2.702876 1.946934 0.168 0.264 0.274
O 3.851869 -2.844064 2.758902 -0.026 -0.176 -0.328
O 3.056563 -1.845711 0.902882 -0.186 -0.652 -0.317
C 4.305898 -1.767570 0.201124 0.294 0.406 0.036
C 4.584328 -0.325289 -0.213086 -0.155 -0.207 0.067
C 4.227159 0.673530 0.892349 -0.268 -0.048 -0.248
C 2.785704 1.191053 0.760632 0.037 -0.223 -0.039
C 2.175765 1.573785 2.108223 0.373 0.276 -0.019
C 1.094484 2.649052 2.056611 -0.234 -0.107 -0.236
C 0.053752 2.407799 0.961819 0.312 -0.171 0.833
C -1.170193 3.337660 1.097380 -0.225 0.172 0.118
O -2.322681 2.545014 1.126667 0.072 -0.080 -0.190
P -2.040649 0.948048 0.481596 -0.487 0.049 0.713
C -2.668195 0.034489 2.069254 -0.238 0.133 -0.257
C -3.771390 -0.884073 1.677258 0.028 -0.032 0.184
C -5.114801 -0.527453 1.801592 0.108 0.094 -0.041
C -6.117013 -1.383760 1.381125 -0.131 0.050 -0.023
C -5.805752 -2.609727 0.820839 0.040 -0.198 -0.099
C -4.476369 -2.995108 0.679765 -0.023 0.023 0.023
C -4.113409 -4.310654 0.042243 0.252 0.215 -0.114
C -3.483990 -2.127476 1.114463 0.007 -0.066 -0.014
O -1.518130 1.767710 -1.065593 -0.079 -0.450 -0.125
B -1.586689 1.162592 -2.253696 0.244 0.360 -0.057
O -0.806928 1.687540 -3.308211 -0.207 0.110 -0.228
O -2.393166 0.081244 -2.588174 0.101 -0.248 0.392
O -0.454658 1.115300 1.131036 0.360 -0.078 -0.606
H 1.617232 -4.153319 1.188309 -0.047 0.023 -0.071
H 0.850657 -2.683508 1.828022 -0.071 -0.071 -0.093
H 1.540818 -3.891011 2.951680 -0.077 -0.069 -0.016
H 4.215027 -2.404472 -0.681618 0.026 -0.065 0.021
H 5.115909 -2.141138 0.826467 -0.117 -0.024 0.192
H 5.640324 -0.270332 -0.486069 0.011 0.021 -0.055
H 4.002302 -0.112465 -1.110018 0.061 0.171 -0.053
H 4.905357 1.528001 0.855857 0.120 -0.060 0.182
H 4.332535 0.169574 1.856063 0.160 0.116 0.095
H 2.177953 0.407710 0.306550 -0.139 0.102 -0.030
H 2.771423 2.032045 0.062091 0.024 0.065 0.021
H 1.784532 0.670289 2.577427 -0.042 -0.003 0.036
H 2.989204 1.943952 2.744572 -0.054 -0.054 0.127
H 1.551035 3.630500 1.879385 0.015 0.027 0.042
H 0.575237 2.683792 3.017775 0.022 0.073 0.051
H 0.566854 2.523375 0.001720 -0.266 -0.046 -0.212
H -1.083210 3.886096 2.045089 -0.123 0.066 0.019
H -1.237541 4.073343 0.287541 0.157 -0.027 -0.097
H -3.369118 0.935026 -0.026873 0.049 -0.040 -0.072
H -1.660976 -0.323121 -0.056364 -0.139 0.086 -0.180
H -3.044337 0.784305 2.765082 0.140 0.029 0.078
H -1.862577 -0.539568 2.527393 0.163 0.153 -0.015
H -5.365370 0.441557 2.215697 0.008 0.022 0.028
H -7.156276 -1.090969 1.471333 -0.017 0.038 0.037
H -6.594038 -3.267902 0.473712 -0.044 -0.029 0.012
H -4.477754 -5.166415 0.610689 -0.097 -0.031 -0.025
H -3.028486 -4.391833 -0.037282 0.005 -0.078 0.052
H -4.501768 -4.357749 -0.976562 -0.126 -0.130 0.023
H -2.444264 -2.417405 1.008455 0.032 -0.004 -0.006
H -0.478635 2.538976 -3.004226 0.184 -0.079 0.160
H -1.911433 -0.594996 -3.066953 -0.066 0.088 -0.273
Br 2.617706 1.050810 -3.308606 0.136 0.024 0.030
C 2.124556 2.240468 -4.754356 -0.173 -0.098 0.070
C 2.781092 1.867238 -6.055027 0.046 0.086 -0.046
Br 4.663762 2.369052 -6.110038 -0.004 -0.046 0.008
H 2.381582 3.245974 -4.436178 0.016 0.021 -0.035
H 1.042519 2.144488 -4.837322 0.003 -0.036 -0.010
H 2.316154 2.400102 -6.881028 -0.011 0.015 0.011
H 2.742017 0.799181 -6.240307 -0.015 -0.015 0.007
```
Positions in Å, forces in eV/Å.

Output
Spin multiplicity: 1
F_max (eV Å⁻¹): 0.91
Net charge: -1
Orbital gap (eV): 7.07
Calculated total energy (eV): -185696.8466

natural (NBO) population analysis, charges in e, atoms 1 to 2: atom 1 (C): -0.720, atom 2 (C): 0.815

3.
This record from OMol25 describes C22H40B11Br6GeN4OSTi as an isolated structure in a non-equilibrium geometry. The level of theory is ωB97M-V with the def2-TZVPD basis set.

XYZ file:
```
87
Properties=species:S:1:pos:R:3:forces:R:3
Ti 0.131182 -1.154082 0.040013 -1.172 -0.440 0.222
O 0.427461 0.103375 1.338036 0.492 0.182 0.095
C 1.281806 -0.283407 2.409749 -0.449 0.194 -0.521
C 0.841663 -0.069095 3.694525 0.198 -0.127 0.178
C 1.699549 -0.404846 4.735632 -0.071 0.026 0.016
C 2.959645 -0.934192 4.474716 -0.002 0.001 -0.063
C 3.374919 -1.137926 3.170921 -0.037 -0.012 0.032
C 2.536545 -0.811034 2.099648 0.239 -0.037 0.158
C 2.942484 -1.036910 0.720524 -0.151 0.142 -0.166
N 2.100058 -1.098773 -0.340327 0.430 -0.045 -0.037
C 2.872346 -1.406608 -1.460983 -0.144 0.063 0.021
C 4.160846 -1.505293 -1.077625 0.026 0.003 0.098
N 4.179678 -1.273734 0.285438 0.045 0.020 -0.014
H -0.142517 0.338159 3.881306 -0.013 0.008 -0.030
H 1.379086 -0.255046 5.757862 -0.001 -0.003 0.001
H 3.613969 -1.200200 5.292844 0.003 0.001 0.006
H 4.344150 -1.587072 2.994690 0.007 0.004 -0.011
H 2.440890 -1.524753 -2.439349 0.014 -0.011 -0.002
H 5.058014 -1.716287 -1.633660 -0.007 -0.002 -0.017
H 5.011036 -1.273241 0.860975 -0.018 0.016 -0.018
Br -0.440348 -2.788990 -1.933435 0.212 -0.211 -0.128
B -1.288452 -4.271099 -0.850827 -0.031 0.242 0.014
B -2.086127 -5.651909 -1.529744 -0.017 -0.113 -0.205
C -1.822265 -6.825280 -0.336932 -0.042 0.002 0.067
B -0.513910 -5.818784 -0.682118 0.126 -0.147 -0.122
B -0.844072 -6.377928 0.982635 0.090 -0.170 0.086
B -2.608341 -6.554798 1.154266 -0.046 -0.150 0.024
B -3.373698 -6.105385 -0.389280 -0.057 -0.081 -0.073
B -3.039962 -4.403858 -0.704679 -0.041 0.168 -0.117
Br -4.188063 -3.145907 -1.664170 0.032 -0.054 0.022
B -3.380610 -4.964023 0.970468 -0.079 -0.114 0.005
Br -4.962240 -4.413790 1.894821 -0.191 0.112 0.125
B -1.798938 -5.143294 1.827695 -0.005 -0.030 0.083
Br -1.585487 -4.743433 3.694511 0.027 0.021 0.208
B -0.545310 -4.688590 0.664648 0.075 0.007 -0.003
Br 0.987848 -3.545764 1.191919 0.081 0.086 -0.021
B -2.074216 -3.856465 0.667492 0.128 0.173 -0.189
Br -2.059410 -1.970701 1.269432 0.001 0.109 0.135
H -2.164483 -5.917502 -2.674074 0.018 0.020 0.012
H -1.747125 -7.850094 -0.671466 -0.013 -0.004 0.004
H 0.435893 -6.183927 -1.274988 0.024 0.047 0.033
H -0.105569 -7.131404 1.503002 -0.010 0.001 -0.024
H -3.045509 -7.444828 1.785341 0.015 -0.012 -0.024
H -4.309307 -6.696521 -0.785903 0.016 -0.012 0.013
C -1.713761 2.960692 -2.834486 -0.040 -0.092 -0.072
N -1.991788 1.591774 -3.241102 0.102 -0.212 0.010
C -2.584131 1.321885 -4.571404 -0.003 0.066 0.093
C -2.799589 -0.201251 -4.559304 -0.066 -0.052 0.007
N -2.283973 -0.584157 -3.231638 -0.045 -0.096 0.007
C -1.878627 0.469045 -2.555351 -0.098 0.383 0.384
S -1.415765 0.472323 -0.840963 0.395 0.047 -0.524
H -1.017247 3.415715 -3.538386 -0.004 0.010 0.017
H -1.291509 2.970263 -1.836938 0.066 0.014 0.110
H -2.644264 3.528252 -2.831131 0.009 0.018 -0.019
H -1.894707 1.649801 -5.347970 -0.002 -0.018 0.000
H -3.513046 1.883558 -4.665512 0.010 0.005 -0.027
H -2.243132 -0.712326 -5.341145 -0.006 0.005 0.000
H -3.850386 -0.473454 -4.635263 0.008 -0.014 -0.015
H -2.550257 -1.445526 -2.763470 -0.056 0.027 -0.090
C 3.668539 5.712750 -0.767816 0.040 0.061 0.002
C 3.147606 4.339504 -0.370578 -0.005 -0.032 -0.005
C 2.159840 3.792809 -1.396302 -0.098 -0.082 -0.072
C 1.683880 2.345365 -1.125062 0.098 -0.072 -0.193
Ge 1.014013 2.271532 0.680239 0.529 0.244 0.467
C -0.446383 3.231528 1.448911 -0.302 0.060 0.048
C -0.113876 4.741827 1.491632 -0.061 -0.036 0.078
C -1.294750 5.530858 2.061272 0.032 -0.022 0.009
C -0.973441 7.012076 2.203238 -0.014 0.017 -0.024
H 4.384017 6.092206 -0.040913 0.000 -0.012 0.011
H 2.855782 6.436941 -0.841682 -0.013 -0.014 -0.002
H 4.168490 5.673300 -1.736289 0.001 -0.017 -0.001
H 2.674748 4.421883 0.618564 -0.063 -0.030 0.043
H 3.976642 3.634911 -0.249745 0.024 0.013 -0.021
H 2.622966 3.801104 -2.385853 0.020 0.000 0.009
H 1.295272 4.459034 -1.463868 -0.013 0.008 -0.001
H 2.527799 1.653372 -1.181809 0.017 0.031 -0.001
H 0.944026 2.028233 -1.850587 -0.121 -0.011 -0.125
H 2.185385 2.073323 1.641812 -0.016 -0.086 0.107
H -0.569906 2.851691 2.465479 -0.051 0.004 -0.007
H -1.376859 3.048211 0.910297 0.011 0.039 -0.032
H 0.123775 5.122545 0.495261 -0.007 -0.004 -0.063
H 0.768712 4.919135 2.112940 0.016 -0.034 0.010
H -1.564533 5.109241 3.033199 -0.014 0.013 0.009
H -2.161097 5.389476 1.408949 -0.002 0.007 -0.008
H -0.190815 7.176811 2.944429 0.021 0.000 -0.019
H -1.850836 7.572661 2.520422 -0.006 -0.016 0.021
H -0.639936 7.436284 1.254347 0.005 0.005 0.004
```
Positions in Å, forces in eV/Å.

Output
Spin multiplicity: 1
F_max (eV Å⁻¹): 1.27
Net charge: +3
Orbital gap (eV): 5.44
Calculated total energy (eV): -549620.7141

Löwdin population analysis, charges in e, atoms 1 to 2: atom 1 (Ti): 0.536, atom 2 (O): -0.424

4.
This record from OMol25 describes one molecule with the formula C5H8. The level of theory is ωB97M-V with the def2-TZVPD basis set.

XYZ file:
```
13
Properties=species:S:1:pos:R:3:forces:R:3
C -1.306676 -0.969535 0.167690 -0.030 -0.022 -0.028
C -0.243927 0.058485 0.522486 -0.104 -0.059 0.097
C -0.120993 1.289632 -0.358725 0.045 0.078 -0.042
C 1.149770 1.050263 -0.687356 -0.027 0.098 -0.058
C 1.227019 -0.247860 0.084818 0.127 -0.142 0.050
H -1.148976 -1.906185 0.715066 -0.020 0.135 -0.068
H -1.288190 -1.192230 -0.905642 0.014 0.017 0.139
H -2.307502 -0.599194 0.418644 0.134 -0.057 -0.055
H -0.301052 0.302822 1.591552 0.002 -0.009 -0.154
H -0.826190 2.073968 -0.623883 0.117 -0.098 0.094
H 1.883128 1.588651 -1.281092 -0.131 -0.093 0.036
H 1.317377 -1.147583 -0.536123 -0.017 0.129 0.093
H 1.966210 -0.301235 0.892565 -0.110 0.023 -0.104
```
Positions in Å, forces in eV/Å.

Output
SMILES: C[C@@H]1C=CC1
Spin multiplicity: 1
F_max (eV Å⁻¹): 0.20
Orbital gap (eV): 10.67
Calculated total energy (eV): -5313.1347

natural (NBO) population analysis, charges in e, atoms 1 to 2: atom 1 (C): -0.608, atom 2 (C): -0.231

5.
This record from OMol25 describes one molecule with the formula C9H12N2O3 in a non-equilibrium geometry. The level of theory is ωB97M-V with the def2-TZVPD basis set.

XYZ file:
```
26
Properties=species:S:1:pos:R:3:forces:R:3
O 1.759257 -0.540573 -3.615269 0.000 -1.520 2.457
C 1.809417 -0.770786 -2.390133 -0.395 2.857 -0.926
C 1.419784 0.420742 -1.431864 1.151 0.169 -0.229
N 0.245845 1.089680 -1.914848 0.084 0.470 -0.922
O -0.831124 0.188868 -1.824938 -1.706 -0.736 0.609
C -1.873214 0.553726 -0.855764 0.339 0.023 -2.000
C -1.429959 0.318584 0.536027 -0.092 1.263 1.253
C -0.719918 -0.755814 1.057525 -0.363 0.988 0.687
C -0.346082 -0.706801 2.412021 -1.264 -0.316 0.151
C -0.831239 0.286921 3.275187 1.504 -0.321 1.679
C -1.512254 1.383091 2.730782 0.026 -0.299 1.840
C -1.734769 1.400616 1.394719 0.115 0.183 -1.479
N 2.272519 -1.882501 -1.775658 0.175 -0.919 -0.216
O 2.299155 -1.950016 -0.378562 0.263 0.305 -0.056
H 2.238819 1.184844 -1.437830 -0.442 -0.708 -0.165
H 1.240873 0.163181 -0.416304 0.115 -0.533 0.703
H 0.411546 1.021724 -2.920698 -0.288 0.819 -0.205
H -2.740056 -0.083097 -1.204565 0.887 0.639 0.573
H -2.163945 1.649276 -0.935179 0.389 -1.326 -0.332
H -0.460715 -1.582588 0.438692 0.255 -0.514 -0.325
H 0.108936 -1.583003 2.851335 0.399 0.069 -0.040
H -0.490982 0.202886 4.409699 -1.113 0.381 -2.535
H -1.930514 2.193496 3.346012 0.587 -0.369 -0.176
H -2.051007 2.350080 0.947937 -0.385 -0.530 0.112
H 2.084150 -2.801380 -2.145663 0.188 0.062 -0.415
H 3.225475 -1.751159 -0.152662 -0.427 -0.137 -0.044
```
Positions in Å, forces in eV/Å.

Output
SMILES: O=C(CNOCc1ccccc1)NO
Spin multiplicity: 1
F_max (eV Å⁻¹): 3.03
Orbital gap (eV): 9.69
Calculated total energy (eV): -18646.2797

natural (NBO) population analysis, charges in e, atoms 1 to 2: atom 1 (O): -0.610, atom 2 (C): 0.636